DFT (ωB97M-V/def2-TZVPD) results for a structure of composition H4N6 at a distorted geometry.

```
10
Properties=species:S:1:pos:R:3
N -1.57 -0.95 0.34
N 0.09 -0.14 0.32
N 0.18 1.23 0.35
N 1.32 -0.71 0.21
N -2.33 -0.13 -0.34
N -1.57 -0.79 -1.13
H 1.07 1.65 0.10
H 1.32 -1.52 -0.40
H -0.57 1.63 -0.20
H 2.07 -0.28 0.74
```

Its lowest unoccupied orbital energy (spin up / spin down) is 0.493 / 0.536 eV. The value obtained for the energy above the lowest of the compared OMol25 structures with the same formula, charge and spin is 129.6 kcal/mol. As for the orbital gap (spin up / spin down): 8.17 / 8.47 eV. The calculated total energy is -8996.954 eV. For the molar mass, the calculation gives 88.07 g/mol.